C2H10O3Si3 | ωB97M-V/def2-TZVPD

Each line ends with the Mulliken charge.
Element x y z (Å)
C: 1.950 -1.986 -0.461  -0.687
C: 0.930 -1.323 -0.987  -0.109
O: -1.592 -0.724 2.302  -0.462
O: -2.276 -2.503 0.466  -0.564
O: -3.092 -0.001 0.313  -0.517
Si: 1.625 1.434 1.916  0.524
Si: -0.024 0.070 -0.248  -0.105
Si: -1.743 -0.924 0.738  0.755
H: 2.304 -2.931 -0.947  0.223
H: 2.269 -2.035 0.571  0.291
H: 0.903 -1.562 -2.108  0.233
H: -2.115 -1.198 2.850  0.301
H: -1.600 -3.227 0.542  0.300
H: -3.527 -0.383 -0.471  0.290
H: 0.448 0.881 2.494  -0.110
H: 2.619 1.781 3.046  -0.135
H: 2.189 0.508 0.958  -0.104
H: 1.207 2.303 0.995  -0.127

Values from the calculation:
- F_max (eV Å⁻¹) = 4.437
- highest occupied orbital energy (eV) = -7.7756
- relative energy (zero: lowest compared OMol25 entry of this formula, charge and spin) (eV) = 1.345


C3H7NO3 | ωB97M-V/def2-TZVPD

Each line ends with the Mulliken charge.
Element x y z (Å)
N: -0.028 -0.442 -1.598  -0.703
C: 0.142 -0.547 -0.166  0.556
C: -1.226 -0.480 0.577  -0.586
O: -2.201 -1.043 -0.242  -0.509
C: 1.009 0.521 0.435  0.343
O: 1.332 0.534 1.591  -0.558
O: 1.356 1.498 -0.426  -0.445
H: 0.790 -0.112 -2.082  0.212
H: -0.285 -1.340 -1.977  0.241
H: 0.575 -1.508 0.130  0.171
H: -1.081 -1.032 1.502  0.312
H: -1.402 0.568 0.870  0.305
H: -2.998 -1.214 0.272  0.320
H: 1.733 2.212 0.117  0.342

Values from the calculation:
- F_max (eV Å⁻¹) = 1.250
- SMILES string = N[C@H](CO)C(=O)O
- highest occupied orbital energy (eV) = -9.3336
- relative energy (zero: lowest compared OMol25 entry of this formula, charge and spin) (eV) = 1.378


One value per record, in order, for energy: -1176.365442 -398.987001 Eh.
One value per record, in order, for Kohn-Sham gap: 6.71 10.03 eV.